Entry 1:
{
  "formula": "C3H10O2S",
  "method": "the ωB97M-V functional and the def2-TZVPD basis",
  "symbols": ["O", "C", "C", "C", "S", "H", "H", "H", "H", "H", "H", "H", "H", "O", "H", "H"],
  "coordinates": [[-1.424, 1.058, -0.747], [0.030, 1.243, -0.838], [0.817, 0.085, -0.266], [0.214, -1.281, -0.640], [1.131, -2.821, -0.200], [-1.756, 1.780, -0.203], [0.146, 1.282, -1.921], [0.240, 2.182, -0.333], [1.867, 0.248, -0.554], [0.958, 0.235, 0.809], [0.287, -1.282, -1.722], [-0.778, -1.285, -0.203], [1.600, -2.381, 0.988], [-1.078, 0.549, 2.295], [-1.731, 0.538, 1.579], [-0.523, -0.151, 1.955]],
  "forces_ev_per_a": [[0.40, 0.02, 0.66], [-1.69, -0.30, -0.49], [1.13, 0.11, 0.89], [1.23, 0.64, 0.25], [0.00, 0.87, 0.39], [-0.06, -0.10, -0.16], [0.65, 0.34, 0.03], [0.56, 0.03, -0.26], [-0.24, -0.47, -0.63], [-0.55, -0.27, 0.18], [-0.91, -0.28, -0.25], [-0.27, -0.36, -0.59], [-0.09, -0.18, -0.18], [-0.54, -0.04, -0.44], [-0.20, 0.32, 0.28], [0.58, -0.33, 0.33]],
  "lowdin_charge": [-0.11, -0.22, -0.28, -0.55, 0.68, 0.07, 0.12, 0.12, 0.12, 0.09, 0.06, 0.06, -0.15, -0.05, 0.03, 0.00],
  "relative_energy_kcal_mol": 10.23,
  "lumo_energy_ev": 0.7,
  "smiles": "OCCCS.O",
  "homo_lumo_gap_ev": 9.95
}

---

Entry 2:
{
  "formula": "C5H4O2",
  "method": "the ωB97M-V functional and the def2-TZVPD basis",
  "symbols": ["O", "C", "C", "C", "C", "C", "O", "H", "H", "H", "H"],
  "coordinates": [[0.086, 0.935, 1.528], [-0.037, 0.793, 0.181], [-1.135, -0.073, -0.462], [-0.168, -1.162, -0.117], [1.104, -0.662, 0.021], [1.227, 0.696, -0.539], [1.997, 1.309, -1.218], [-2.071, -0.115, 0.090], [-1.306, 0.152, -1.516], [-0.478, -2.099, 0.350], [0.782, 0.226, 1.682]],
  "forces_ev_per_a": [[-0.01, -0.28, 0.17], [0.15, -0.12, 0.01], [-0.12, 0.08, 0.00], [0.02, -0.13, 0.05], [0.17, -0.51, -0.88], [0.40, 0.00, -0.41], [-0.37, -0.15, 0.23], [0.06, 0.10, -0.01], [0.06, 0.01, 0.20], [0.08, 0.09, -0.16], [-0.46, 0.91, 0.81]],
  "lowdin_charge": [0.04, -0.23, -0.05, -0.07, 0.07, -0.38, 0.14, 0.12, 0.12, 0.11, 0.12],
  "relative_energy_kcal_mol": 119.43,
  "lumo_energy_ev": [-0.1, -0.1],
  "homo_lumo_gap_ev": [8.81, 8.81]
}

---

Entry 3:
{
  "formula": "C5H11N2S",
  "method": "the ωB97M-V functional and the def2-TZVPD basis",
  "symbols": ["C", "C", "S", "N", "H", "H", "H", "H", "H", "H", "C", "C", "C", "N", "H", "H", "H", "H", "H"],
  "coordinates": [[-0.868, -1.364, -2.809], [-0.810, -1.879, -1.364], [-0.084, -0.596, -0.307], [0.465, -1.287, -3.434], [-1.352, -0.368, -2.854], [-1.497, -2.073, -3.401], [-0.202, -2.798, -1.364], [-1.861, -2.199, -1.099], [0.674, -2.095, -3.976], [1.185, -0.909, -2.863], [0.729, 2.480, 3.133], [0.482, 2.885, 1.853], [0.322, 0.211, 2.949], [0.876, 1.162, 3.620], [0.990, 3.194, 3.838], [0.290, 2.188, 1.010], [0.480, 3.983, 1.627], [0.623, -0.818, 3.262], [-0.441, 0.284, 2.176]],
  "forces_ev_per_a": [[0.28, -0.44, -0.18], [-0.88, 0.08, -0.36], [-0.03, -0.13, 0.32], [-1.66, 0.48, -0.94], [0.17, -0.49, 0.21], [0.44, 0.43, 0.04], [-0.08, 0.15, 0.02], [0.87, 0.44, 0.14], [0.51, -0.41, 0.10], [0.37, -0.07, 0.64], [-0.65, -0.61, -2.69], [0.09, -0.07, 0.75], [0.60, -0.37, 1.68], [-0.21, -0.63, -1.48], [0.23, 1.38, 1.36], [0.19, 0.46, 0.69], [0.01, -1.17, 0.27], [-0.46, 0.74, -0.37], [0.21, 0.22, -0.21]],
  "lowdin_charge": [-0.43, -0.79, 0.22, -0.04, 0.08, 0.09, 0.03, 0.04, 0.03, 0.01, -0.27, 0.00, -0.09, -0.05, 0.05, 0.03, 0.05, 0.07, -0.02],
  "charge": -1,
  "relative_energy_kcal_mol": 11.43,
  "lumo_energy_ev": 3.9,
  "homo_lumo_gap_ev": 6.64
}

---

Entry 4:
{
  "formula": "C2HBr2FO",
  "method": "the ωB97M-V functional and the def2-TZVPD basis",
  "symbols": ["C", "C", "O", "F", "Br", "Br", "H"],
  "coordinates": [[-0.554, -0.355, -0.500], [-0.210, 0.363, 0.679], [-0.797, -1.532, -0.456], [-0.529, -0.049, 1.920], [2.357, -0.684, -0.702], [0.212, 2.122, 0.446], [-0.477, 0.136, -1.388]],
  "forces_ev_per_a": [[0.15, -2.59, 1.97], [0.08, 0.56, 1.84], [-1.00, -1.22, 0.09], [0.67, 0.40, -2.02], [-0.16, 0.22, 0.30], [0.09, 0.67, 0.50], [0.18, 1.97, -2.69]],
  "lowdin_charge": [-0.49, -0.75, 0.05, 0.06, 0.18, 0.88, 0.07],
  "relative_energy_kcal_mol": 63.79,
  "lumo_energy_ev": [-2.3, -3.4],
  "homo_lumo_gap_ev": [8.57, 6.17]
}

---

Entry 5:
{
  "formula": "C14H23I2N2O5",
  "method": "the ωB97M-V functional and the def2-TZVPD basis",
  "symbols": ["C", "C", "O", "O", "C", "C", "C", "C", "C", "O", "O", "C", "I", "C", "C", "I", "N", "C", "C", "N", "C", "C", "O", "H", "H", "H", "H", "H", "H", "H", "H", "H", "H", "H", "H", "H", "H", "H", "H", "H", "H", "H", "H", "H", "H", "H"],
  "coordinates": [[5.342, 1.529, -0.159], [4.311, 2.651, -0.098], [4.461, 3.623, 0.599], [3.210, 2.455, -0.870], [2.455, 1.290, -0.412], [1.014, 1.465, -0.854], [0.294, 0.130, -1.158], [-0.716, -0.345, -0.077], [0.031, -0.012, 1.235], [1.095, -0.643, 1.492], [-0.388, 0.932, 1.931], [-0.770, -1.934, -0.336], [-2.626, -2.572, -1.298], [-0.513, -2.826, 0.936], [0.898, -3.418, 0.815], [-1.789, -4.608, 1.027], [-2.040, 0.226, -0.233], [-2.157, 1.482, -0.950], [-2.376, 1.449, -2.440], [-2.348, 0.436, -3.194], [-2.941, 0.283, 0.919], [-2.955, -0.851, 1.921], [-4.019, -0.555, 2.861], [5.205, 0.967, -1.082], [5.229, 0.871, 0.699], [6.342, 1.955, -0.187], [2.892, 0.355, -0.766], [2.515, 1.300, 0.676], [1.093, 1.994, -1.813], [0.491, 2.145, -0.188], [-0.134, 0.102, -2.159], [1.102, -0.600, -1.175], [-0.049, -2.256, -1.075], [-0.659, -2.345, 1.891], [1.650, -2.636, 0.758], [1.078, -4.140, 1.610], [0.917, -3.998, -0.112], [-3.057, 1.976, -0.573], [-1.366, 2.218, -0.760], [-2.612, 2.428, -2.885], [-2.537, 0.733, -4.150], [-3.969, 0.352, 0.544], [-2.776, 1.206, 1.488], [-3.187, -1.835, 1.519], [-2.049, -0.917, 2.520], [-3.593, -0.060, 3.562]],
  "forces_ev_per_a": [[-0.22, 0.29, -0.62], [0.42, -0.02, 0.60], [-0.15, -0.30, -0.73], [0.06, 0.12, 0.26], [-0.22, 0.30, 0.81], [0.21, 0.19, -1.46], [0.31, 0.41, 0.48], [0.40, -1.31, -0.96], [1.03, 0.37, 1.69], [-0.48, -0.16, -0.90], [-0.67, 0.20, -0.45], [-1.14, -0.30, 1.36], [0.09, 1.09, -1.11], [0.66, -0.57, -1.05], [-0.36, -0.48, -0.30], [0.41, -0.57, 1.30], [0.11, 0.71, -0.12], [-0.33, -0.07, -0.20], [-0.12, 0.10, -0.25], [0.21, -0.09, 0.05], [-0.14, 0.18, 0.10], [-0.37, -0.04, 0.83], [0.16, -0.12, -0.18], [-0.05, -0.19, 0.12], [0.02, -0.02, 0.06], [0.02, 0.08, 0.29], [0.08, 0.11, -0.24], [-0.09, -0.30, 0.04], [-0.07, 0.09, 0.04], [0.00, -0.23, 0.26], [-0.27, 0.14, 0.10], [-0.16, -0.22, 0.11], [0.11, 0.17, -0.06], [-0.14, 0.16, -0.09], [-0.09, 0.06, 0.28], [0.25, 0.22, 0.19], [0.10, -0.01, -0.03], [0.00, 0.10, 0.00], [0.04, -0.11, 0.10], [0.10, 0.15, 0.35], [-0.06, -0.12, -0.06], [0.05, -0.16, -0.19], [0.15, -0.11, 0.12], [0.03, 0.08, -0.28], [0.27, 0.04, -0.37], [-0.14, 0.14, 0.13]],
  "lowdin_charge": [0.00, -0.53, 0.11, -0.04, -0.16, -0.15, -0.12, -0.36, -0.68, -0.04, 0.00, -0.57, 0.77, -0.74, -0.21, 0.67, -0.14, -0.18, -0.23, 0.08, -0.20, -0.24, -0.08, 0.08, 0.09, 0.08, 0.12, 0.13, 0.12, 0.11, 0.10, 0.10, 0.04, 0.05, 0.06, 0.05, 0.06, 0.12, 0.11, 0.11, 0.04, 0.12, 0.12, 0.04, 0.11, 0.08],
  "charge": -1,
  "lumo_energy_ev": 2.4,
  "homo_lumo_gap_ev": 7.10
}

---

Entry 6:
{
  "formula": "CH2Cl2",
  "method": "the ωB97M-V functional and the def2-TZVPD basis",
  "symbols": ["Cl", "C", "Cl", "H", "H"],
  "coordinates": [[-11.560, 2.158, -6.372], [-10.574, 1.220, -7.479], [-11.036, 1.598, -9.121], [-9.553, 1.587, -7.381], [-10.563, 0.131, -7.429]],
  "forces_ev_per_a": [[-0.16, -0.50, 0.47], [1.09, 0.35, -0.51], [-0.24, 0.06, -0.91], [-0.14, -0.16, 0.20], [-0.55, 0.24, 0.76]],
  "lowdin_charge": [0.51, -1.07, 0.50, 0.02, 0.03],
  "relative_energy_kcal_mol": 3.19,
  "lumo_energy_ev": 1.0,
  "smiles": "ClCCl",
  "homo_lumo_gap_ev": 12.01
}

---

Entry 7:
{
  "formula": "C4H28N2O11",
  "method": "the ωB97M-V functional and the def2-TZVPD basis",
  "symbols": ["C", "C", "C", "N", "C", "N", "H", "H", "H", "H", "H", "H", "O", "H", "H", "O", "H", "H", "O", "H", "H", "O", "H", "H", "O", "H", "H", "O", "H", "H", "O", "H", "H", "O", "H", "H", "O", "H", "H", "O", "H", "H", "O", "H", "H"],
  "coordinates": [[0.596, 3.291, 2.028], [0.227, 1.875, 2.218], [-0.746, 1.485, 3.195], [-0.541, 0.048, 3.190], [0.409, -0.324, 2.306], [0.867, 0.789, 1.770], [0.006, 3.674, 1.165], [0.051, 3.999, 2.749], [1.652, 3.684, 1.923], [-1.310, 1.721, 4.030], [-1.121, -0.366, 3.866], [0.557, -1.299, 1.804], [2.904, -1.747, -1.395], [3.194, -1.146, -0.787], [2.357, -1.419, -2.060], [-3.010, 0.766, -0.828], [-2.507, 0.271, -0.360], [-3.246, 1.410, -0.212], [-1.431, -1.630, 0.000], [-0.474, -1.911, 0.000], [-1.806, -1.334, 0.894], [-1.056, 0.080, -4.550], [-1.449, -0.751, -4.484], [-1.464, 0.575, -3.774], [3.397, 0.183, 0.656], [3.959, 0.917, 0.482], [2.577, 0.477, 0.841], [2.957, 2.184, -1.350], [3.010, 3.069, -1.602], [2.122, 1.811, -1.656], [0.925, -2.961, -0.051], [0.358, -3.570, -0.545], [1.645, -2.404, -0.559], [-3.264, -0.707, 3.032], [-4.006, -0.627, 2.441], [-3.254, -1.604, 3.383], [1.482, -0.529, -3.189], [1.120, -0.323, -4.071], [0.936, 0.045, -2.519], [-3.060, -2.424, -2.198], [-3.212, -1.804, -1.527], [-2.132, -2.820, -2.053], [-0.157, 0.975, -1.273], [-0.056, 0.546, -0.422], [-0.209, 1.830, -0.972]],
  "forces_ev_per_a": [[-1.18, 3.19, -0.81], [-1.43, 0.14, 3.98], [3.98, -4.27, -3.10], [-0.64, 2.64, -0.01], [-1.18, 0.88, -0.17], [0.99, -0.07, -2.04], [0.83, -0.26, -0.34], [1.06, -1.43, -0.17], [-1.10, -1.18, 0.14], [-1.07, 1.67, 0.99], [-0.35, -1.72, 0.30], [0.19, 0.42, 1.18], [0.06, -4.85, 0.05], [1.26, 3.26, 2.42], [-1.11, 1.60, -2.17], [-4.92, 3.79, -5.59], [5.80, -5.84, 4.28], [-1.04, 2.07, 1.23], [-0.98, 0.99, 1.37], [-0.62, 0.04, 0.78], [1.51, -0.98, -1.67], [0.19, 3.24, 1.33], [-1.08, -2.36, 0.13], [0.83, -0.89, -1.41], [4.35, -3.11, -0.82], [0.38, 0.92, -0.38], [-4.62, 2.01, 1.19], [0.06, -2.22, 0.89], [-0.10, 2.21, -0.84], [0.09, 0.14, -0.09], [0.25, 1.25, 0.30], [0.86, 0.30, -0.41], [-0.85, -1.69, -0.01], [0.65, -0.03, 0.34], [-0.55, -0.17, -0.22], [-0.34, 0.01, -0.20], [-1.49, 1.73, 1.15], [-0.09, -0.11, 0.71], [1.06, -1.38, -1.99], [2.18, -2.62, -1.86], [0.17, 1.32, 1.58], [-2.43, 1.31, 0.01], [0.55, -2.73, -0.97], [0.16, -0.91, 0.35], [-0.30, 3.67, 0.55]],
  "lowdin_charge": [-0.06, -0.36, 0.03, 0.04, -0.15, 0.05, 0.07, 0.10, 0.10, 0.09, 0.10, 0.13, 0.02, -0.03, -0.04, 0.06, -0.12, 0.02, -0.11, 0.00, 0.07, -0.05, 0.00, 0.08, 0.00, 0.03, -0.09, -0.01, 0.01, 0.02, -0.11, 0.05, 0.05, -0.04, 0.04, 0.06, -0.10, 0.05, 0.06, -0.08, -0.04, 0.07, 0.00, 0.02, 0.01],
  "relative_energy_kcal_mol": 104.72,
  "lumo_energy_ev": -0.2,
  "smiles": "Cc1c[nH]cn1.O.O.O.O.O.O.O.O.O.O.O",
  "homo_lumo_gap_ev": 9.01
}

---

Entry 8:
{
  "formula": "HNiO2P",
  "method": "the ωB97M-V functional and the def2-TZVPD basis",
  "symbols": ["P", "O", "Ni", "O", "H"],
  "coordinates": [[-1.003, 0.695, -0.077], [0.007, 1.873, 0.067], [1.653, 0.608, -0.044], [-0.071, -0.572, -0.012], [-0.585, -2.604, 0.066]],
  "forces_ev_per_a": [[0.94, -0.37, 0.36], [0.95, -1.45, -0.36], [-2.73, 0.02, 0.27], [0.95, 2.35, -0.31], [-0.11, -0.54, 0.02]],
  "lowdin_spin": [0.03, 0.14, 1.75, 0.29, 0.80],
  "charge": 1,
  "lumo_energy_ev": [-7.5, -8.7],
  "s2": 3.755,
  "homo_lumo_gap_ev": [5.89, 7.78],
  "multiplicity": 4
}

---

Entry 9:
{
  "formula": "C3H7ClO",
  "method": "the ωB97M-V functional and the def2-TZVPD basis",
  "symbols": ["C", "C", "C", "H", "H", "H", "H", "H", "H", "H", "O", "Cl"],
  "coordinates": [[0.008, 1.103, 0.024], [0.257, -0.169, -0.426], [-0.641, -0.782, 0.409], [-1.012, 1.577, -0.241], [0.271, 1.163, 1.134], [0.793, 2.122, -0.200], [0.191, -0.489, -1.356], [1.981, -1.252, -1.084], [-0.824, -1.857, 0.219], [-0.541, -0.482, 1.569], [1.719, -0.649, 0.083], [-2.201, -0.286, -0.130]],
  "forces_ev_per_a": [[2.78, 12.05, 1.21], [6.55, -1.01, 2.69], [-3.70, -5.63, 5.12], [2.09, -0.92, 0.77], [-1.02, -0.17, -1.33], [-1.79, -3.12, -0.46], [-0.49, -0.69, -4.43], [-0.64, 2.60, 5.64], [1.14, 0.11, 0.83], [-0.06, -1.28, -2.83], [-1.42, -1.96, -6.81], [-3.45, 0.03, -0.41]],
  "lowdin_charge": [-0.23, -0.57, -0.65, 0.07, 0.11, 0.16, 0.09, 0.27, 0.09, 0.16, -0.17, 0.68],
  "relative_energy_kcal_mol": 118.36,
  "lumo_energy_ev": 0.1,
  "homo_lumo_gap_ev": 10.44
}